No. 1
# H16O8

A cluster of 8 separate species, H16O8 in total at a distorted geometry (the ωB97M-V functional and the def2-TZVPD basis, the OMol25 dataset).

Its calculated total energy is -16639.778 eV. The SMILES is O.O.O.O.O.O.O.O. The total charge is 0. The calculation puts the gap between HOMO and LUMO at 10.666 eV. The energy above the lowest of the compared OMol25 structures with the same formula, charge and spin is 2.2322 eV.

Last columns: bonded neighbours and bond lengths (Å).
CARTESIAN COORDINATES (ANGSTROEM)
1 O -0.3540 0.8162 0.2998  H9 0.921, H18 0.965
2 O 2.6518 -0.5459 1.3633  H21 0.936, H24 0.959
3 O -2.0557 -1.2572 -1.3895  H16 0.972, H22 0.945
4 O -1.6076 3.5879 -1.2608  H14 0.959, H15 0.971
5 O -3.0458 1.0552 0.8583  H13 0.981, H19 0.949
6 O -0.5130 -1.6681 1.4206  H10 0.966, H12 0.932
7 O 2.0471 0.9629 -1.0379  H17 0.980, H20 0.962
8 O 2.0030 -1.9499 -0.8413  H11 0.958, H23 0.957
9 H 0.5272 0.9866 0.0936  O1 0.921
10 H -1.3766 -1.4679 1.8055  O6 0.966
11 H 2.0539 -1.5163 0.0118  O8 0.958
12 H -0.6227 -2.4541 0.9323  O6 0.932
13 H -3.1589 0.1551 1.2323  O5 0.981
14 H -0.8508 3.9570 -1.7207  O4 0.959
15 H -1.2354 2.8246 -0.7906  O4 0.971
16 H -3.0020 -1.3815 -1.2034  O3 0.972
17 H 1.6295 0.3504 -1.6784  O7 0.980
18 H -0.4051 -0.1227 0.5147  O1 0.965
19 H -2.1000 1.0609 0.7857  O5 0.949
20 H 2.4088 0.4117 -0.3374  O7 0.962
21 H 2.4401 -0.8835 2.2104  O2 0.936
22 H -1.9772 -0.3264 -1.5313  O3 0.945
23 H 2.9363 -1.9770 -1.0532  O8 0.957
24 H 3.6073 -0.6181 1.3162  O2 0.959

=====

No. 2
# H16O8

A cluster of 8 separate species, H16O8 in total (the ωB97M-V functional and the def2-TZVPD basis, the OMol25 dataset).

Its calculated total energy is -16639.086 eV. The SMILES is O.O.O.O.O.O.O.O. The total charge is 0. The calculation puts the gap between HOMO and LUMO at 11.372 eV. The energy above the lowest of the compared OMol25 structures with the same formula, charge and spin is 2.9243 eV.

Last columns: bonded neighbours and bond lengths (Å).
CARTESIAN COORDINATES (ANGSTROEM)
1 O 13.0758 15.3609 5.9026  H20 0.957, H24 0.957
2 O 6.9555 18.4771 3.9041  H18 0.957, H21 0.957
3 O 18.5779 13.7201 8.8459  H11 0.957, H12 0.957
4 O 15.4223 15.0997 2.2084  H13 0.957, H17 0.957
5 O 12.2487 19.2703 1.9201  H19 0.957, H23 0.957
6 O 14.4371 12.8588 11.2052  H10 0.957, H14 0.957
7 O 9.7123 18.4339 7.6188  H16 0.957, H22 0.957
8 O 8.0491 13.6465 9.1523  H9 0.957, H15 0.957
9 H 8.3839 13.3467 8.3072  O8 0.957
10 H 14.0299 13.7025 11.4016  O6 0.957
11 H 19.2967 13.5751 9.4613  O3 0.957
12 H 17.7868 13.5431 9.3549  O3 0.957
13 H 14.9458 15.2550 3.0239  O4 0.957
14 H 14.1546 12.2845 11.9170  O6 0.957
15 H 7.1001 13.6857 9.0342  O8 0.957
16 H 8.8672 18.8022 7.8764  O7 0.957
17 H 16.3007 14.8428 2.4888  O4 0.957
18 H 7.7121 18.0602 4.3163  O2 0.957
19 H 11.3709 19.4625 1.5902  O5 0.957
20 H 12.2517 15.7849 6.1419  O1 0.957
21 H 6.2568 18.4027 4.5541  O2 0.957
22 H 10.3532 18.9147 8.1425  O7 0.957
23 H 12.2800 18.3153 1.9768  O5 0.957
24 H 13.1564 14.6300 6.5154  O1 0.957